44
Properties=species:S:1:pos:R:3:forces:R:3:mulliken_spin:R:1 method="wB97M-V/def2-TZVPD" gap_ev="7.4095 / 7.3918" multiplicity=3
Pd 0.7343 -0.3373 -0.7373 0.02 0.29 -0.27 0.59
N 2.0338 -0.4771 0.7702 -0.19 0.01 0.07 1.01
C 1.7655 -0.0377 2.0188 0.32 -0.18 -0.24 -0.10
C 2.7795 -0.1377 3.0086 0.07 -0.01 0.07 0.19
C 2.5698 0.2923 4.3023 -0.05 0.01 -0.07 -0.11
C 1.3406 0.8420 4.6685 -0.01 -0.01 -0.03 0.20
C 0.3274 0.9539 3.7178 0.03 -0.02 -0.02 -0.10
C 0.5295 0.5252 2.4189 -0.18 0.08 0.08 0.21
H 3.7263 -0.5696 2.7089 -0.01 0.01 0.01 0.00
H 3.3623 0.2025 5.0349 -0.01 0.00 0.00 0.00
H 1.1727 1.1730 5.6852 0.00 0.01 -0.01 0.02
H -0.6304 1.3747 3.9992 0.00 0.00 0.01 0.00
H -0.2595 0.6033 1.6795 -0.02 0.00 -0.03 0.00
C -2.6951 -2.2991 0.5013 -0.06 0.01 -0.03 0.01
Sb -0.8082 -2.3647 -0.5003 0.12 -0.23 0.40 0.04
C 0.1773 -3.4660 1.0430 -0.05 -0.04 -0.01 0.00
C -1.2413 -4.0440 -1.7443 0.00 0.05 -0.12 0.03
H -2.9596 -3.3051 0.8283 -0.01 0.02 0.01 0.00
H -3.4770 -1.9143 -0.1525 0.02 0.01 0.01 0.00
H -2.6094 -1.6483 1.3712 -0.01 -0.01 -0.01 0.00
H -0.3243 -4.4185 1.2189 0.00 0.02 0.01 0.00
H 0.1606 -2.8668 1.9536 0.02 -0.01 -0.01 0.00
H 1.2137 -3.6417 0.7607 -0.01 0.00 -0.02 0.00
H -1.5609 -4.8622 -1.0990 0.00 0.00 -0.04 0.00
H -0.3460 -4.3340 -2.2920 -0.01 0.00 0.02 0.00
H -2.0353 -3.8071 -2.4519 0.03 0.00 0.01 0.00
N 0.2710 3.7203 -0.7105 -0.10 -0.02 -0.09 0.00
C 1.1161 2.6614 -0.6554 0.16 -0.02 0.00 0.00
N 0.8932 1.7738 -1.5878 -0.31 0.04 0.08 0.02
C -0.2011 2.2703 -2.3016 0.19 -0.13 -0.07 -0.03
C -0.8705 1.7291 -3.3964 -0.02 -0.03 -0.01 0.04
C -1.9306 2.4425 -3.9159 -0.01 0.07 0.05 0.01
C -2.3240 3.6750 -3.3632 0.01 -0.05 -0.02 0.00
C -1.6681 4.2234 -2.2792 0.01 -0.05 -0.02 0.00
C -0.6008 3.4918 -1.7660 0.03 0.21 0.18 -0.01
H 0.2529 4.4878 -0.0635 0.02 0.03 -0.02 0.00
H 1.8961 2.5833 0.0873 -0.05 -0.04 0.02 -0.01
H -0.5637 0.7773 -3.8098 0.00 0.00 0.00 0.00
H -2.4737 2.0499 -4.7653 0.00 0.01 0.01 0.00
H -3.1610 4.2051 -3.7984 0.00 -0.01 0.00 0.00
H -1.9740 5.1706 -1.8544 0.01 -0.01 0.00 0.00
O 2.5627 -2.5445 -1.5758 0.13 -0.18 0.06 0.00
H 2.7830 -2.1246 -0.7310 -0.11 0.14 0.09 0.00
H 3.0461 -2.0282 -2.2258 0.02 0.03 -0.07 0.00

=====

16
Properties=species:S:1:pos:R:3:forces:R:3:mulliken_charge:R:1 method="wB97M-V/def2-TZVPD" gap_ev=8.9681
C 0.0835 -0.3021 -0.2192 -0.24 1.00 0.02 0.73
C 1.5065 -0.5245 0.3073 -2.28 0.62 -1.41 -0.84
C -1.0489 -0.0261 0.7547 0.21 1.00 -1.14 -0.08
C -1.5598 1.3832 0.9807 0.76 -1.52 -1.73 -0.45
H 1.9806 -0.3141 -1.8447 -0.01 0.06 -0.08 0.16
H 0.9247 -0.0591 -3.1988 0.21 -0.09 0.56 0.22
H 2.0634 0.2584 -0.2007 0.79 0.58 0.68 0.26
H 1.7649 -1.4131 -0.1785 0.98 -1.70 -0.59 0.45
H 1.4992 0.1058 2.1244 0.00 0.00 0.00 0.33
H -1.0573 -0.7274 1.6161 -0.59 0.48 -0.65 0.41
H -1.2225 2.2021 0.3623 0.52 0.15 0.25 0.26
H -1.9056 1.6035 1.9543 -0.81 0.24 0.83 0.31
N 1.0500 -0.2610 -2.2129 0.21 -0.16 -2.08 -0.36
N -0.0625 -0.1388 -1.4958 -0.53 -0.09 2.15 -0.45
O 1.6738 -0.7104 1.6455 0.26 0.23 1.53 -0.53
O -2.2797 0.4553 0.1526 0.54 -0.81 1.66 -0.42